1.
Molecular formula: C4H12N2
Method: DFT, ωB97M-V with the def2-TZVPD basis set

- Energy above the lowest of the compared OMol25 structures with the same formula, charge and spin: 1.507 eV
- Max |F|: 0.0834 Eh/bohr
- Multiplicity: 2
- Total energy: -7319.8145 eV
- Expectation value of S²: 0.750
- Charge: -1
- HOMO energy (alpha / beta): 1.50 / -4.90 eV
- Orbital gap (alpha / beta): 2.799 / 9.158 eV

Last column: Löwdin spin population.
Geometry (Å):
C (1.793, 0.303, -1.506)  0.082
C (1.816, -0.608, -0.339)  0.170
C (0.669, -0.260, 0.646)  0.187
N (-0.624, -0.618, 0.059)  0.018
C (-1.773, -0.169, 0.845)  0.116
N (-1.988, 1.196, 0.304)  0.011
H (1.543, 1.351, -1.204)  0.012
H (1.052, 0.079, -2.203)  0.006
H (2.857, 0.299, -1.929)  0.030
H (1.874, -1.749, -0.504)  0.054
H (2.773, -0.372, 0.327)  0.071
H (0.673, 0.826, 0.613)  0.018
H (0.830, -0.840, 1.700)  0.102
H (-0.742, -1.585, -0.123)  0.052
H (-2.668, -0.841, 0.819)  0.020
H (-1.555, -0.036, 1.933)  0.034
H (-1.594, 1.854, 0.841)  0.015
H (-1.792, 1.372, -0.685)  0.002

=====

2.
Molecular formula: C4H12N2
Method: DFT, ωB97M-V with the def2-TZVPD basis set

- Energy above the lowest of the compared OMol25 structures with the same formula, charge and spin: 2.217 eV
- Max |F|: 0.0580 Eh/bohr
- Multiplicity: 2
- Total energy: -7319.1042 eV
- Expectation value of S²: 0.754
- Charge: -1
- HOMO energy (alpha / beta): 0.93 / -2.95 eV
- Orbital gap (alpha / beta): 2.704 / 6.542 eV

Last column: Löwdin spin population.
Geometry (Å):
C (1.649, -1.697, 0.483)  0.013
C (0.713, -2.660, -0.144)  0.003
N (-0.429, -1.902, -0.552)  0.002
H (1.214, -0.679, 0.840)  0.002
H (2.209, -2.112, 1.359)  0.001
H (2.351, -1.476, -0.344)  0.003
H (1.231, -3.007, -1.067)  0.001
H (0.595, -3.594, 0.455)  0.000
H (-0.978, -1.765, 0.272)  0.000
H (-1.195, -2.403, -1.048)  0.000
C (-0.889, 3.046, 0.864)  0.060
C (-1.240, 2.061, -1.242)  0.382
N (-1.327, 1.911, 0.069)  0.348
H (-0.758, 4.039, 0.397)  0.006
H (0.148, 2.749, 1.279)  0.043
H (-1.457, 3.361, 1.799)  0.002
H (-0.921, 3.064, -1.663)  0.064
H (-0.918, 1.063, -1.756)  0.069

=====

3.
Molecular formula: C4H12N2
Method: DFT, ωB97M-V with the def2-TZVPD basis set

- Energy above the lowest of the compared OMol25 structures with the same formula, charge and spin: 0.727 eV
- Max |F|: 0.0357 Eh/bohr
- Multiplicity: 1
- Total energy: -7322.3013 eV
- HOMO energy: -9.19 eV
- Orbital gap: 10.251 eV

Last column: Mulliken charge in e.
Geometry (Å):
C (0.575, -1.520, 1.764)  -1.009
C (-0.212, -0.361, 1.173)  -0.634
C (0.252, 0.325, -0.128)  0.263
N (0.784, -0.555, -1.178)  -0.684
C (-0.857, 1.260, -0.641)  -0.634
N (-0.794, 1.460, -2.117)  -0.704
H (1.198, -1.205, 2.609)  0.261
H (1.253, -1.951, 1.027)  0.273
H (-0.086, -2.261, 2.192)  0.288
H (-1.260, -0.665, 1.008)  0.274
H (-0.384, 0.451, 1.897)  0.412
H (1.100, 0.956, 0.173)  0.180
H (1.360, -1.282, -0.765)  0.240
H (0.016, -1.046, -1.638)  0.241
H (-0.679, 2.257, -0.249)  0.296
H (-1.799, 0.799, -0.390)  0.354
H (-0.468, 2.408, -2.268)  0.270
H (0.002, 0.931, -2.469)  0.311

=====

4.
Molecular formula: C4H12N2
Method: DFT, ωB97M-V with the def2-TZVPD basis set

- Energy above the lowest of the compared OMol25 structures with the same formula, charge and spin: 4.401 eV
- Max |F|: 0.0843 Eh/bohr
- Multiplicity: 1
- Total energy: -7318.6274 eV
- HOMO energy: -8.77 eV
- Orbital gap: 9.609 eV

Last column: Mulliken charge in e.
Geometry (Å):
C (0.510, 1.340, 3.375)  -0.263
N (-0.268, 0.321, 3.495)  -0.371
C (-0.143, -0.522, 2.218)  -0.732
H (0.071, 2.327, 3.849)  0.233
H (1.100, 1.416, 2.452)  0.221
H (0.889, -0.378, 2.012)  0.283
H (-0.605, -1.376, 2.631)  0.281
H (-0.723, -0.053, 1.464)  0.332
C (-1.335, -0.162, -2.533)  -0.714
N (0.212, 0.175, -2.675)  -0.480
C (1.013, -0.352, -1.507)  -0.459
H (-1.821, 0.488, -1.743)  0.220
H (-1.395, -1.218, -2.107)  0.244
H (-1.953, -0.247, -3.379)  0.344
H (0.556, -0.293, -3.597)  0.272
H (1.073, -1.536, -1.829)  0.284
H (2.022, 0.124, -1.715)  0.265
H (0.796, -0.056, -0.411)  0.038